No. 1
Below is a cluster of 9 separate species, C6H29NO9 in total, with properties calculated with ωB97M-V/def2-TZVPD.

**Highest occupied orbital energy**: -10.09 eV

```
! wB97M-V def2-TZVPD RIJCOSX def2/J DEFGRID3
* xyz 0 1
C 2.516 -0.047 3.209
C 2.266 0.567 1.752
N 0.938 0.856 1.375
C 0.190 -0.068 0.650
O 0.683 -1.110 0.255
C -1.233 0.336 0.167
C -2.298 0.115 1.253
C -1.148 1.678 -0.450
H 2.548 -1.155 3.089
H 1.815 0.436 3.869
H 3.553 0.280 3.378
H 2.944 1.417 1.882
H 2.692 -0.263 1.157
H 0.505 1.771 1.402
H -1.362 -0.426 -0.577
H -3.216 0.612 0.905
H -1.978 0.772 2.131
H -2.519 -0.801 1.799
H -0.149 2.096 -0.545
H -1.759 2.476 0.017
H -1.829 1.695 -1.336
O 1.458 -4.013 -0.671
H 1.422 -3.515 0.144
H 2.200 -3.912 -1.271
O 3.078 3.533 -0.921
H 2.379 3.814 -1.517
H 3.107 2.550 -0.884
O -1.563 -0.545 -3.875
H -1.363 0.219 -3.318
H -0.829 -1.124 -3.606
O -1.354 3.596 1.799
H -0.593 4.135 1.564
H -1.209 3.209 2.668
O -3.909 -1.774 -2.593
H -3.494 -1.110 -3.177
H -3.127 -2.308 -2.400
O -0.477 -2.629 -2.398
H 0.193 -2.387 -1.741
H -0.612 -3.565 -2.210
O 3.321 0.901 -1.332
H 2.579 0.792 -0.721
H 2.971 0.708 -2.208
O -2.735 -2.568 1.246
H -1.974 -2.930 1.715
H -2.626 -2.314 0.326
*
```

=====

No. 2
Below is a structure of composition C6H2Br2F2N2S, with properties calculated with ωB97M-V/def2-TZVPD.

**Highest occupied orbital energy (spin up / spin down)**: -8.53 / -8.53 eV

```
! wB97M-V def2-TZVPD RIJCOSX def2/J DEFGRID3
* xyz 0 1
C 0.906 -0.420 -1.137
C 0.421 0.748 -1.692
C -0.300 0.132 0.902
C -0.797 1.299 0.330
C 0.529 -0.736 0.160
C -0.433 1.591 -0.979
N -0.435 -0.352 2.171
N 0.172 -1.445 2.467
F -1.591 2.112 1.025
F -1.542 -0.001 2.934
S 0.922 -2.122 1.163
Br -1.109 3.162 -1.784
Br 1.010 -3.913 -1.168
H 1.552 -1.078 -1.695
H 0.696 1.023 -2.698
*
```

=====

No. 3
Below is the molecule C6H2ClN3O4, with properties calculated with ωB97M-V/def2-TZVPD.

**Highest occupied orbital energy (spin up / spin down)**: -9.36 / -9.21 eV

```
! wB97M-V def2-TZVPD RIJCOSX def2/J DEFGRID3
* xyz 0 1
C -1.575 1.189 -0.127
C -1.807 -0.121 -0.346
C -0.221 1.652 0.169
C 1.024 1.015 -0.238
C 0.115 -1.476 0.327
C -0.948 -1.266 -0.418
N -0.068 2.808 0.619
N 2.186 0.972 -0.427
N 1.150 -2.362 0.508
O 3.282 0.694 -0.725
O 1.037 -3.116 1.464
O 2.152 -2.258 -0.170
O 0.305 3.692 1.290
Cl -1.546 -2.745 -1.283
H -2.399 1.912 0.086
H -2.690 -0.589 -0.729
*
```

=====

No. 4
Below is a cluster of 10 separate species, C6H30NO10 in total, with properties calculated with ωB97M-V/def2-TZVPD.

**Highest occupied orbital energy**: -2.17 eV

```
! wB97M-V def2-TZVPD RIJCOSX def2/J DEFGRID3
* xyz -1 1
C -1.561 -3.283 0.761
O -2.071 -3.491 -0.560
C -2.111 -1.997 1.391
C -1.084 -0.881 1.614
C -0.223 -0.545 0.408
N -0.934 -0.023 -3.276
C -0.099 -0.117 -2.065
C -0.748 -0.441 -0.862
H -0.472 -3.255 0.738
H -1.905 -4.176 1.280
H -2.944 -1.621 0.789
H -2.569 -2.237 2.371
H -1.619 0.030 1.930
H -0.428 -1.109 2.466
H 0.812 -0.297 0.592
H -1.853 -2.723 -1.092
H -1.598 -0.790 -3.312
H -0.341 -0.079 -4.091
H 0.936 0.161 -2.163
H -1.817 -0.660 -0.955
H -2.935 1.184 0.661
H -3.326 1.131 -0.814
O -3.652 0.868 0.074
H -1.560 1.717 -1.968
H -2.680 1.644 -2.960
O -2.448 2.075 -2.143
H 2.277 -1.594 -1.142
H 3.257 -1.624 0.072
O 3.201 -1.401 -0.900
H 3.645 1.119 1.090
H 2.737 1.478 2.253
O 3.575 0.981 2.055
H 4.024 1.489 -1.240
H 3.201 0.212 -0.809
O 3.338 1.200 -0.632
H -2.110 2.960 -0.005
H -0.726 2.516 0.505
O -1.659 2.672 0.791
H 3.427 -0.742 1.960
H 2.250 -1.734 1.780
O 3.204 -1.682 1.744
H 1.107 2.435 1.225
H 0.400 1.882 2.480
O 1.186 2.353 2.203
H 0.322 1.904 -1.165
H 1.729 2.018 -0.559
O 0.842 2.472 -0.521
*
```

=====

No. 5
Below is a cluster of 11 separate species, C6H31N2O10 in total, with properties calculated with ωB97M-V/def2-TZVPD.

**Highest occupied orbital energy**: -11.19 eV

```
! wB97M-V def2-TZVPD RIJCOSX def2/J DEFGRID3
* xyz 1 1
C -1.880 0.085 0.704
C -1.078 -0.395 -0.501
C 0.372 -0.386 -0.304
C 1.188 0.712 -0.363
N 2.570 0.223 -0.030
C 2.418 -1.077 0.392
C 1.084 -1.489 0.227
N -1.738 1.617 0.603
H -1.594 -0.326 1.697
H -2.927 -0.342 0.805
H -1.465 -1.338 -0.770
H -1.337 0.188 -1.466
H 1.063 1.732 -0.684
H 3.231 1.046 0.205
H 3.192 -1.739 0.570
H 0.798 -2.509 0.547
H -1.827 1.952 -0.459
H -2.516 2.084 1.056
H -0.755 1.982 0.900
H -0.687 -3.358 3.471
H -0.060 -2.161 2.465
O -0.230 -3.118 2.604
H 0.582 -2.308 -3.693
H -0.746 -2.667 -4.249
O 0.171 -2.375 -4.555
H -1.735 4.458 -0.908
H -1.278 4.365 0.592
O -2.063 4.390 0.011
H 0.726 2.829 -3.759
H 0.720 1.386 -4.331
O 0.426 1.954 -3.588
H 0.895 4.196 2.194
H 1.248 2.715 2.306
O 0.571 3.364 1.964
H -1.473 -5.059 0.240
H -0.929 -3.806 1.125
O -1.482 -4.081 0.377
H 1.853 -1.394 3.938
H 1.757 -0.343 2.640
O 1.330 -0.958 3.247
H -1.013 -4.303 -2.237
H -0.680 -3.161 -1.129
O -0.723 -3.251 -2.077
H -2.772 2.633 -2.893
H -1.306 2.242 -2.784
O -2.072 2.196 -2.286
H 1.636 1.936 4.061
H 3.234 1.880 3.495
O 2.286 1.828 3.318
*
```

=====

No. 6
Below is a cluster of 11 separate species, C6H31NO10 in total, with properties calculated with ωB97M-V/def2-TZVPD.

**Highest occupied orbital energy**: -7.75 eV

```
! wB97M-V def2-TZVPD RIJCOSX def2/J DEFGRID3
* xyz 0 1
C 1.323 0.811 2.157
C 1.864 1.071 0.944
C 0.985 1.000 -0.198
C -0.417 1.600 -0.068
C -0.533 2.968 -0.610
C -1.387 0.864 0.549
N -2.718 1.339 0.791
H 2.026 0.703 3.079
H 0.294 0.717 2.375
H 2.993 0.948 0.722
H 1.498 1.455 -1.058
H 0.913 -0.055 -0.494
H 0.298 3.021 -1.330
H -1.569 3.266 -1.037
H -0.517 3.819 0.100
H -1.185 -0.105 1.004
H -3.066 2.012 0.132
H -3.421 0.631 0.660
O 0.373 -3.092 -1.728
H -0.487 -2.995 -1.197
H 0.574 -2.169 -1.744
O -0.538 -2.324 3.657
H 0.270 -1.995 4.245
H -1.246 -1.758 4.093
O 3.385 1.221 -2.271
H 4.017 1.531 -1.728
H 3.771 0.806 -2.937
O -0.024 1.829 -3.343
H -0.334 2.034 -4.272
H 0.665 2.441 -3.066
O -2.149 -2.144 1.110
H -1.552 -2.102 1.933
H -2.683 -2.801 1.445
O -0.082 3.131 3.436
H 0.709 3.121 2.961
H -0.846 2.569 3.131
O 1.672 -2.320 0.851
H 2.288 -1.935 0.177
H 2.173 -2.643 1.594
O 0.133 -4.553 1.005
H -0.647 -4.213 1.452
H 0.483 -3.885 0.401
O -2.410 0.822 -2.382
H -1.651 0.210 -2.136
H -1.968 1.395 -3.034
O 0.272 -0.441 -2.972
H 1.039 -0.090 -2.663
H 0.129 -0.222 -3.889
*
```

=====

| no. | M (g mol⁻¹) |
| --- | --- |
| 1 | 259.30 |
| 2 | 331.97 |
| 3 | 215.55 |
| 4 | 276.30 |
| 5 | 291.32 |
| 6 | 277.31 |